Below is 7 unconnected molecules or ions with the total composition C2H16O6, with properties calculated with the ωB97M-V functional and the def2-TZVPD basis.

## Properties
Energy relative to the best compared isomer or geometry (same formula, charge and spin) (eV): 0.940
LUMO (eV): 0.0
Highest occupied orbital energy (eV): -10.0
SMILES string: C=C.O.O.O.O.O.O
Spin multiplicity: 1

```
24
Properties=species:S:1:pos:R:3:mulliken_charge:R:1
C 0.3718 -3.3859 -0.4882 -0.532
C 0.6494 -2.8502 -1.6619 -0.368
H 1.1153 -3.6269 0.2616 0.237
H -0.6475 -3.5063 -0.1366 0.219
H 1.6728 -2.7403 -1.9982 0.214
H -0.0945 -2.4785 -2.3542 0.217
H 0.4166 2.0786 -2.3237 0.341
H 0.8347 2.7270 -1.0305 0.310
O 1.1479 2.5782 -1.9375 -0.672
H -2.1048 2.4896 -1.9194 0.334
H -2.5781 1.1228 -1.4007 0.278
O -1.7926 1.6798 -1.4935 -0.654
H 1.8298 -0.6976 2.5463 0.334
H 1.0621 -0.9559 1.3007 0.379
O 1.2748 -1.3845 2.1565 -0.699
H -1.2027 2.2367 0.3067 0.401
H -0.9213 2.1071 1.8446 0.333
O -0.6433 2.5477 1.0304 -0.664
H 1.7525 0.9440 -0.4669 0.379
H 0.4733 1.0674 0.3089 0.290
O 1.3127 0.5674 0.3094 -0.691
H -2.0473 -0.4394 2.5025 0.283
H -0.5165 -0.2544 2.4282 0.397
O -1.3652 0.1736 2.2154 -0.665
```

---

Below is a molecular structure, C2H17FO7Pb in a non-equilibrium geometry, with properties calculated with the ωB97M-V functional and the def2-TZVPD basis.

## Properties
Energy relative to the best compared isomer or geometry (same formula, charge and spin) (eV): 1.314
LUMO (eV): -0.4
Highest occupied orbital energy (eV): -6.8
Spin multiplicity: 1

```
28
Properties=species:S:1:pos:R:3:mulliken_charge:R:1
Pb 0.6069 -0.0684 0.7133 1.479
F 0.9035 -1.3717 2.9705 -0.840
C -3.0889 -1.0941 -1.5473 -1.185
C -1.6273 -1.4845 -1.3830 0.118
O -1.2378 -1.7457 -0.0772 -0.854
H -3.8054 -1.8265 -1.1754 0.314
H -3.3271 -0.9411 -2.5999 0.364
H -3.3020 -0.1233 -1.0998 0.172
H -1.1002 -0.6200 -1.7865 -0.065
H -1.3305 -2.3091 -2.0312 0.292
O -0.7603 2.0874 -0.3558 -0.463
H -0.2684 2.7539 -0.8354 0.229
H -1.6618 2.1882 -0.6615 0.255
O 1.4393 0.7307 -1.6575 -0.432
H 2.1999 1.2184 -1.9736 0.228
H 1.1721 0.1932 -2.4030 0.265
O 3.1084 0.3031 0.9272 -0.476
H 3.8004 0.2390 1.5853 0.232
H 3.5227 0.0134 0.1143 0.301
O -1.5232 0.6737 2.0240 -0.475
H -2.2521 0.0937 2.2445 0.232
H -1.8437 1.5514 2.2318 0.257
O 2.1524 -2.0540 -0.3258 -0.467
H 2.0887 -2.2333 -1.2639 0.269
H 2.9266 -2.5393 -0.0407 0.251
O 1.1617 1.8543 2.5327 -0.530
H 0.4278 1.8376 3.1470 0.286
H 1.6184 2.6729 2.7267 0.244
```

---

Below is a molecular structure, C2H17FeO9 in a non-equilibrium geometry, with properties calculated with the ωB97M-V functional and the def2-TZVPD basis.

## Properties
Energy relative to the best compared isomer or geometry (same formula, charge and spin) (eV): 3.485
LUMO (spin up / spin down) (eV): -7.8 / -7.8
Highest occupied orbital energy (spin up / spin down) (eV): -12.9 / -12.9
Spin multiplicity: 5
Charge: +1

```
29
Properties=species:S:1:pos:R:3:mulliken_charge:R:1
Fe -38.4939 6.2381 -5.1163 1.075
C -39.4965 10.0519 -5.4150 -0.753
C -39.0344 8.6232 -5.6341 1.599
O -37.8234 8.2713 -5.6180 -0.757
O -39.8907 7.6790 -5.7651 -0.953
H -40.1694 10.3092 -6.2360 0.191
H -38.6773 10.7628 -5.4754 0.322
H -40.0331 10.0432 -4.4682 0.299
O -36.7831 10.5638 -2.3330 -0.629
H -36.7797 10.2916 -1.4052 0.341
H -37.7038 10.4930 -2.6044 0.298
O -35.6958 8.1528 -3.7383 -0.639
H -36.2474 8.4701 -4.4601 0.338
H -35.5769 8.9349 -3.1779 0.342
O -41.6232 8.8392 -2.0473 -0.591
H -41.8535 7.9042 -2.1195 0.325
H -40.6920 8.8876 -2.2844 0.254
O -42.7800 8.4542 -5.4608 -0.583
H -43.0844 7.8583 -6.1547 0.287
H -41.8188 8.3633 -5.4526 0.304
O -43.0382 11.0854 -3.4602 -0.629
H -42.8030 10.1494 -3.4164 0.306
H -43.3245 11.2248 -4.3708 0.332
O -41.7079 11.6731 -7.8455 -0.635
H -40.7814 11.6926 -8.1130 0.310
H -42.1820 11.4240 -8.6477 0.320
O -37.4175 9.4186 -8.2919 -0.622
H -36.5109 9.4003 -8.6213 0.320
H -37.3868 8.9800 -7.4329 0.226
```

---

Below is 6 unconnected molecules or ions with the total composition C2H17N2O5 in a non-equilibrium geometry, with properties calculated with the ωB97M-V functional and the def2-TZVPD basis.

## Properties
Energy relative to the best compared isomer or geometry (same formula, charge and spin) (eV): 1.651
LUMO (eV): -2.6
Highest occupied orbital energy (eV): -11.9
Spin multiplicity: 1
Charge: +1

```
26
Properties=species:S:1:pos:R:3:mulliken_charge:R:1
C 1.4259 -1.4270 0.5033 0.115
C 0.3151 -1.1458 -0.1659 -0.626
N -0.6062 -2.1511 -0.6743 -0.112
N 2.3422 -0.5907 1.0473 -0.355
H 1.6199 -2.4567 0.8073 0.260
H 0.1278 -0.1463 -0.4936 0.289
H -1.1136 -1.7900 -1.4934 0.345
H -0.0870 -2.9778 -0.9728 0.370
H -1.2328 -2.4446 0.0889 0.359
H 2.3564 0.3757 0.7710 0.148
H 3.1180 -0.9641 1.5566 0.217
H -1.3910 -0.0740 -3.3895 0.318
H -0.0336 0.1605 -2.8563 0.283
O -0.7396 -0.5030 -2.8207 -0.620
H -1.4083 -2.1153 2.8410 0.305
H -1.5317 -0.7753 2.0667 0.324
O -1.3789 -1.7253 1.9620 -0.611
H 0.2218 2.7539 -1.3111 0.275
H 0.9275 2.7445 -2.5351 0.311
O 0.3130 2.1546 -2.0683 -0.583
H -0.9896 1.5260 1.1403 0.382
H -2.5441 1.6457 1.1165 0.337
O -1.7933 1.3608 1.6504 -0.670
H -0.0729 3.1262 1.1185 0.316
H 1.4988 2.9119 1.1870 0.275
O 0.6562 2.5274 0.9244 -0.653
```

---

Below is 6 unconnected molecules or ions with the total composition C2H17NO5 in a non-equilibrium geometry, with properties calculated with the ωB97M-V functional and the def2-TZVPD basis.

## Properties
Energy relative to the best compared isomer or geometry (same formula, charge and spin) (eV): 2.121
LUMO (eV): 0.4
Highest occupied orbital energy (eV): -8.6
SMILES string: CNC.O.O.O.O.O
Spin multiplicity: 1

```
25
Properties=species:S:1:pos:R:3:mulliken_charge:R:1
C 2.3048 1.1777 1.2067 -1.071
N 1.2669 0.1653 0.9629 -0.194
C 1.2289 -0.3143 -0.4192 -0.902
H 3.3047 1.0080 0.7955 0.329
H 2.0750 2.0887 0.7528 0.345
H 2.4694 1.1775 2.2617 0.349
H 0.2851 0.5471 1.0925 0.347
H 0.7240 0.4517 -1.1168 0.250
H 0.5948 -1.1784 -0.5067 0.188
H 2.2794 -0.6032 -0.6614 0.451
H -1.0644 -1.6170 1.0259 0.219
H -1.7625 -0.4828 0.4474 0.513
O -1.8150 -1.4164 0.4899 -0.715
H -1.1921 1.1923 -0.7689 0.399
H -1.8558 1.8165 0.4414 0.213
O -1.2710 1.1655 0.1757 -0.613
H -0.8324 2.2796 -2.8771 0.253
H -1.2527 0.8095 -2.8835 0.300
O -0.7327 1.4604 -2.4252 -0.618
H 0.5922 -2.6878 1.9621 0.314
H 0.2343 -1.3860 2.6705 0.368
O 0.0463 -2.3421 2.5941 -0.687
H -1.3261 -1.5668 -2.1336 0.304
H -2.3501 -0.9311 -1.0929 0.326
O -1.9509 -0.8141 -1.9936 -0.668
```

---

Below is 6 unconnected molecules or ions with the total composition C2H18NO5 in a non-equilibrium geometry, with properties calculated with the ωB97M-V functional and the def2-TZVPD basis.

## Properties
Energy relative to the best compared isomer or geometry (same formula, charge and spin) (eV): 1.299
LUMO (eV): -2.7
Highest occupied orbital energy (eV): -13.6
Spin multiplicity: 1
Charge: +1

```
26
Properties=species:S:1:pos:R:3:mulliken_charge:R:1
C -1.6604 2.9298 -2.3725 -0.838
N -1.2716 1.5503 -1.9680 0.071
C -2.1779 0.9355 -0.9819 -0.947
H -2.2570 2.9269 -3.2832 0.339
H -2.1070 3.4177 -1.5079 0.371
H -0.8151 3.5903 -2.6083 0.339
H -0.3419 1.6453 -1.5179 0.207
H -1.1472 0.9643 -2.7892 0.389
H -3.2116 1.2095 -1.2174 0.410
H -1.9404 1.0492 0.0722 0.316
H -2.2224 -0.1526 -1.0444 0.354
H -0.4210 -4.7494 1.4657 0.309
H -0.7347 -3.8633 2.7202 0.322
O -0.1881 -3.9870 1.9595 -0.639
H 1.8162 0.9923 -0.9548 0.347
H 1.4342 1.9438 0.1183 0.260
O 1.2632 1.7705 -0.8049 -0.653
H 3.1392 -3.0984 2.8287 0.311
H 3.9353 -2.0052 3.4646 0.317
O 3.4736 -2.2344 2.6265 -0.606
H 0.1984 -0.8845 0.8789 0.403
H -0.3772 -2.1235 0.7844 0.309
O -0.6356 -1.2366 0.4755 -0.622
H 1.8880 0.5228 1.5683 0.312
H 2.5875 -0.8131 1.0103 0.286
O 1.7736 -0.3001 1.0774 -0.669
```

---

Below is a molecular structure, C2H20HfO9 in a non-equilibrium geometry, with properties calculated with the ωB97M-V functional and the def2-TZVPD basis.

## Properties
Energy relative to the best compared isomer or geometry (same formula, charge and spin) (eV): 4.647
LUMO (eV): -9.7
Highest occupied orbital energy (eV): -16.6
Spin multiplicity: 1
Charge: +2

```
32
Properties=species:S:1:pos:R:3:mulliken_charge:R:1
Hf 17.5680 0.3430 23.5090 1.734
C 17.3010 1.8070 20.7270 -0.425
O 17.2080 0.8460 21.7170 -0.623
H 18.3030 2.0000 20.4840 0.332
H 16.7550 2.7300 21.0600 0.178
H 16.8330 1.3920 19.8440 0.272
C 18.5990 3.3730 24.3140 -0.563
O 18.3020 2.1340 23.8200 -0.062
H 17.9650 3.5570 25.2170 0.289
H 18.3520 4.1080 23.5990 0.024
H 19.6330 3.5430 24.4130 0.514
O 15.0680 3.6250 25.9460 -0.635
H 15.4900 4.4980 25.9010 0.366
H 14.3590 3.9630 26.4990 0.350
O 16.5610 5.9090 25.3460 -0.825
H 17.3070 5.3200 25.3950 0.280
H 16.8180 6.6190 24.7630 0.343
O 17.6140 6.0290 21.6770 -0.636
H 17.9670 6.5810 22.3550 0.299
H 16.9090 5.4710 22.0470 0.354
O 19.6380 0.1710 22.8630 -0.518
H 19.9910 0.7940 22.1710 0.380
H 20.2210 -0.6500 22.7720 0.382
O 15.5220 4.7540 23.0480 -0.658
H 15.3120 3.8590 23.3950 0.275
H 15.7680 5.2080 23.8400 0.413
O 16.4630 1.1540 25.4910 -0.516
H 16.4240 0.6700 26.3200 0.368
H 15.9410 1.9610 25.6740 0.305
O 19.6360 4.1770 21.3680 -0.646
H 19.4700 3.8500 22.2290 0.198
H 18.9740 4.8310 21.2960 0.450
```

---

Below is a molecular structure, C2H21FHfO9 in a non-equilibrium geometry, with properties calculated with the ωB97M-V functional and the def2-TZVPD basis.

## Properties
Energy relative to the best compared isomer or geometry (same formula, charge and spin) (eV): 2.181
LUMO (eV): -12.8
Highest occupied orbital energy (eV): -16.2
Spin multiplicity: 1
Charge: +2

```
34
Properties=species:S:1:pos:R:3:mulliken_charge:R:1
Hf -21.1574 10.4964 25.8999 1.838
F -21.9094 8.4109 26.4794 -0.486
C -24.6836 9.9157 24.1815 -1.079
C -23.7382 10.9570 23.5494 0.387
O -22.8546 11.4765 24.5206 -0.150
H -25.4591 10.3850 24.7887 0.510
H -24.1858 9.1584 24.7873 0.059
H -25.2438 9.4437 23.3736 0.442
H -24.2901 11.7985 23.1107 -0.044
H -23.4075 10.5734 22.5776 0.361
O -25.1701 12.4051 26.5261 -0.698
H -25.0698 11.8587 25.7396 0.083
H -24.8645 13.2844 26.2536 0.420
O -23.1497 13.9163 21.2400 -0.588
H -22.6566 13.7911 22.0551 0.303
H -23.2623 13.0302 20.8832 0.311
O -26.0852 13.9899 23.7747 -0.587
H -26.8993 13.5448 24.0309 0.299
H -26.0022 13.8147 22.8310 0.316
O -23.0329 10.8215 27.2913 -0.395
H -23.2218 10.5817 28.2128 0.336
H -23.8417 11.3024 26.9844 0.521
O -22.8406 8.0086 20.8077 -0.568
H -22.1865 8.5971 20.4180 0.337
H -22.6963 8.0761 21.7538 0.227
O -23.3562 14.2928 24.6914 -0.638
H -23.9259 14.7813 24.0856 0.342
H -23.4669 13.3753 24.4388 0.124
O -24.5955 6.5918 24.2747 -0.571
H -24.4570 6.8435 25.1938 0.322
H -23.8360 6.9492 23.8091 0.256
O -26.4089 7.7059 26.2305 -0.609
H -26.7133 8.6031 26.3886 0.284
H -27.0622 7.3304 25.6312 0.334
```

---

Below is 9 unconnected molecules or ions with the total composition C2H23NO8 in a non-equilibrium geometry, with properties calculated with the ωB97M-V functional and the def2-TZVPD basis.

## Properties
Energy relative to the best compared isomer or geometry (same formula, charge and spin) (eV): 0.775
LUMO (eV): 0.2
Highest occupied orbital energy (eV): -9.6
SMILES string: CCN.O.O.O.O.O.O.O.O
Spin multiplicity: 1

```
34
Properties=species:S:1:pos:R:3:mulliken_charge:R:1
C -1.9933 -1.9083 1.8046 -0.842
C -1.8657 -2.7629 0.5516 -0.392
N -1.0462 -1.9688 -0.4948 -0.606
H -2.8982 -2.3361 2.3320 0.311
H -1.1011 -1.8053 2.5588 0.171
H -2.1314 -0.8809 1.5817 0.256
H -1.2700 -3.7053 0.5976 0.317
H -2.8823 -2.7863 0.0443 0.284
H -0.1378 -1.9537 -0.1026 0.222
H -1.3855 -1.0671 -0.6161 0.297
H 2.8114 1.0092 -2.3236 0.301
H 1.5354 1.3398 -1.3071 0.393
O 2.0784 0.6510 -1.8383 -0.706
H -1.6881 2.1233 0.1570 0.346
H -1.3088 2.5974 1.4538 0.342
O -1.2073 2.8751 0.5818 -0.712
H -0.4264 1.5651 3.4836 0.264
H 0.3147 0.6465 2.5251 0.347
O -0.3916 1.2749 2.5698 -0.572
H 1.7992 2.1991 0.7814 0.294
H 0.4573 2.7184 0.1786 0.494
O 1.4100 2.5636 0.0023 -0.737
H 2.1543 -0.4728 1.5679 0.336
H 2.5687 0.0276 3.0282 0.280
O 1.8397 -0.2273 2.4752 -0.630
H 2.6132 -0.2575 -0.7846 0.436
H 3.6215 -1.3662 -0.6145 0.293
O 2.9649 -0.9027 -0.1082 -0.759
H -1.8343 1.0115 -1.6756 0.220
H -1.6451 0.0906 -2.9245 0.413
O -2.3015 0.5279 -2.3529 -0.671
H 0.4015 -0.7346 -3.0734 0.328
H -0.7002 -1.6534 -2.4916 0.443
O -0.4722 -1.0778 -3.2371 -0.762
```